C21H31CeF5P2S | ωB97M-V with the def2-TZVPD basis set

* electronic energy: -78184.664 eV
* net charge: +2

CARTESIAN COORDINATES (ANGSTROEM)
P1 -0.817 -2.296 -1.397
P2 -1.317 2.025 -1.674
C1 -1.828 -0.774 -1.670
C2 -1.417 0.430 -2.614
H1 -1.931 -0.410 -0.629
H2 -2.842 -1.112 -1.968
H3 -0.459 0.268 -3.151
H4 -2.203 0.508 -3.368
C3 -2.893 2.791 -1.269
H5 -2.822 3.280 -0.294
H6 -3.727 2.079 -1.274
H7 -3.096 3.557 -2.040
C4 -0.464 3.358 -2.590
H8 -1.102 3.711 -3.406
H9 0.519 3.125 -3.021
H10 -0.291 4.180 -1.888
C5 -1.494 -3.656 -2.366
H11 -1.303 -4.613 -1.860
H12 -0.997 -3.673 -3.347
H13 -2.568 -3.506 -2.519
C6 0.908 -2.160 -1.926
H14 1.276 -1.125 -1.797
H15 1.016 -2.508 -2.970
H16 1.512 -2.825 -1.297
Ce1 1.938 0.907 -4.072
C7 1.564 2.163 -5.874
C8 0.273 1.854 -5.429
C9 -0.707 0.979 -6.215
C10 -0.226 -0.478 -6.283
C11 0.730 -0.778 -5.128
C12 2.110 -0.922 -5.305
C13 2.885 -0.084 -6.321
C14 2.301 1.257 -6.847
C15 -0.798 -2.701 0.366
H17 2.087 3.101 -5.580
H18 -0.229 2.487 -4.698
H19 -0.832 1.385 -7.234
H20 -1.694 1.026 -5.734
H21 -1.086 -1.164 -6.213
H22 0.243 -0.684 -7.258
H23 0.226 -1.166 -4.223
H24 2.732 -1.543 -4.616
H25 2.994 -0.724 -7.206
H26 3.909 0.075 -5.930
H27 3.161 1.848 -7.195
H28 1.675 1.032 -7.724
H29 -0.039 -2.106 0.892
H30 -0.564 -3.765 0.503
H31 -1.767 -2.494 0.840
F1 1.132 0.190 5.054
C16 0.952 0.425 3.734
C17 2.056 0.436 2.868
F2 3.302 0.207 3.350
C18 1.853 0.694 1.518
F3 2.879 0.587 0.625
C19 0.571 1.011 1.034
S1 0.486 1.372 -0.720
C20 -0.537 0.941 1.893
F4 -1.812 1.070 1.385
C21 -0.345 0.658 3.248
F5 -1.392 0.587 4.098

C21H31ClN2O5SY | ωB97M-V with the def2-TZVPD basis set

* electronic energy: -59897.563 eV
* ΔE to the lowest compared entry with this formula, charge and spin: 0.0 kJ/mol
* net charge: -1

CARTESIAN COORDINATES (ANGSTROEM)
Y1 1.307 0.987 1.002
Cl1 3.038 1.035 3.402
N1 1.060 -2.041 0.466
N2 -0.581 2.496 0.225
C1 2.207 -2.369 -0.033
C2 -0.353 3.193 -0.838
C3 0.321 -3.311 0.755
C4 1.436 -4.347 0.647
C5 -0.736 -3.540 -0.301
C6 -0.316 -3.291 2.123
H1 -0.279 -3.665 -1.291
H2 -1.430 -2.692 -0.332
H3 -1.301 -4.444 -0.059
H4 0.428 -3.087 2.897
H5 -0.777 -4.264 2.335
H6 -1.096 -2.528 2.172
C7 -1.992 2.815 0.680
C8 -2.466 3.790 -0.388
C9 -2.000 3.511 2.018
C10 -2.845 1.562 0.685
H7 -2.849 1.121 -0.319
H8 -3.873 1.815 0.968
H9 -2.452 0.819 1.385
H10 -1.561 4.508 1.919
H11 -1.431 2.934 2.747
H12 -3.021 3.621 2.393
O1 -1.317 4.003 -1.265
H13 -2.755 4.766 0.019
H14 -3.277 3.404 -1.016
O2 2.554 -3.653 0.005
H15 1.195 -5.210 0.027
H16 1.788 -4.670 1.633
C11 3.083 -1.346 -0.697
C12 0.931 3.118 -1.638
C13 1.091 1.642 -2.091
H17 1.706 3.482 -0.945
H18 0.884 3.892 -2.411
C14 1.680 0.697 -1.274
C15 2.163 -0.534 -1.636
H19 2.108 1.831 2.691
C16 1.675 -1.002 -2.862
C17 0.791 -0.222 -3.589
C18 2.114 -2.374 -3.311
C19 0.581 1.151 -3.288
H20 0.228 -0.661 -4.428
C20 -0.198 2.068 -4.180
H21 -0.607 1.549 -5.040
H22 0.405 2.909 -4.529
H23 -1.040 2.521 -3.642
H24 3.198 -2.481 -3.250
H25 1.792 -2.579 -4.328
H26 1.703 -3.155 -2.662
H27 3.960 -1.868 -1.123
H28 3.515 -0.766 0.138
C21 -1.811 -0.395 4.135
S1 -0.349 0.099 3.301
O3 -0.136 1.570 3.410
O4 0.660 -0.746 3.868
O5 -0.480 -0.151 1.762
H29 -1.798 -1.484 4.189
H30 -2.699 -0.037 3.618
H31 -1.774 0.000 5.152

C21H31INNdO2P2 | ωB97M-V with the def2-TZVPD basis set

* electronic energy: -69805.596 eV
* 2S+1: 4
* ΔE to the lowest compared entry with this formula, charge and spin: 0.0 kJ/mol
* net charge: +2

CARTESIAN COORDINATES (ANGSTROEM)
C1 0.003 0.553 -7.463
C2 0.003 1.681 -6.580
H1 0.006 0.906 -8.512
H2 -0.876 -0.058 -7.228
H3 0.877 -0.063 -7.222
O1 0.015 2.649 -5.943
I1 0.044 -1.816 -3.422
Nd1 -0.052 -0.073 -1.041
P1 2.725 0.577 -0.729
C3 3.570 1.882 0.219
C4 3.523 -0.893 0.011
H4 4.608 -0.825 -0.154
H5 4.649 0.333 -2.199
H6 3.143 -1.810 -0.456
H7 3.107 -0.082 -3.039
H8 3.273 1.810 1.275
H9 3.314 -0.940 1.087
C5 3.595 0.625 -2.348
H10 4.661 1.756 0.140
H11 3.541 1.636 -2.781
H12 3.286 2.874 -0.155
P2 -2.855 0.683 -0.697
C6 -3.836 1.971 0.163
C7 -3.621 0.676 -2.380
H13 -3.236 -1.732 -0.521
H14 -4.714 -0.803 -0.126
H15 -3.372 -0.932 1.056
C8 -3.621 -0.839 -0.009
H16 -3.090 -0.045 -3.025
H17 -4.685 0.393 -2.307
H18 -4.917 1.805 0.035
H19 -3.578 2.961 -0.235
H20 -3.533 1.676 -2.836
H21 -3.606 1.964 1.237
C9 0.429 2.420 -0.274
O2 0.646 3.391 0.314
C10 0.631 1.971 4.826
C11 -0.407 2.226 3.921
C12 -0.544 1.421 2.792
C13 0.333 0.341 2.576
C14 1.391 0.115 3.486
C15 1.546 0.934 4.603
N1 0.120 -0.523 1.478
C16 -0.107 -1.869 1.775
C17 0.047 -2.804 0.715
C18 -0.290 -4.141 0.896
C19 -0.755 -4.582 2.148
C20 -0.899 -3.674 3.217
C21 -0.566 -2.331 3.036
H22 0.705 2.572 5.730
H23 -1.125 3.032 4.087
H24 -1.354 1.563 2.067
H25 2.053 -0.739 3.312
H26 2.361 0.757 5.307
H27 0.494 -2.460 -0.244
H28 -0.174 -4.828 0.051
H29 -0.981 -5.642 2.303
H30 -1.247 -4.025 4.198
H31 -0.659 -1.623 3.865

C21H31N2ScSe | ωB97M-V with the def2-TZVPD basis set

* electronic energy: -111293.960 eV
* net charge: +2

CARTESIAN COORDINATES (ANGSTROEM)
C1 1.742 2.876 0.117
H1 1.918 3.718 0.777
H2 2.397 2.996 -0.751
H3 2.177 2.034 0.623
C2 0.290 2.743 -0.377
H4 0.097 1.808 -0.979
H5 -0.463 2.688 0.423
C3 0.043 3.969 -1.248
H6 -1.003 4.232 -1.449
H7 0.487 4.872 -0.830
H8 0.533 3.873 -2.217
C4 -1.012 -2.147 -0.927
C5 -1.413 -1.117 -1.861
C6 -0.225 -0.425 -2.292
C7 0.898 -1.015 -1.618
C8 0.423 -2.074 -0.772
C9 1.287 -2.923 0.092
C10 2.320 -0.674 -1.872
C11 -0.103 0.637 -3.314
C12 -2.793 -0.719 -2.169
C13 -1.898 -3.074 -0.194
Sc1 -0.548 -0.114 0.004
H9 2.970 -0.944 -1.028
H10 2.710 -1.196 -2.766
H11 2.458 0.402 -2.050
H12 2.244 -2.419 0.300
H13 0.798 -3.155 1.050
H14 1.531 -3.883 -0.392
H15 -2.852 -2.606 0.080
H16 -2.152 -3.944 -0.813
H17 -1.415 -3.476 0.708
H18 -2.814 0.201 -2.764
H19 -3.279 -1.483 -2.778
H20 -3.418 -0.592 -1.275
H21 0.692 1.352 -3.065
H22 0.167 0.210 -4.290
H23 -1.036 1.186 -3.444
C14 -2.713 -1.102 4.419
N1 -1.407 -0.505 4.169
C15 -1.094 0.266 3.093
Se1 -2.256 0.535 1.630
N2 0.118 0.866 3.371
C16 0.570 0.466 4.643
C17 1.695 0.799 5.399
C18 1.783 0.291 6.703
C19 0.763 -0.511 7.229
C20 -0.380 -0.842 6.460
C21 -0.397 -0.377 5.133
H24 -3.338 -0.905 3.542
H25 -3.122 -0.627 5.317
H26 -2.623 -2.182 4.586
H27 0.503 1.659 2.835
H28 2.484 1.406 4.957
H29 2.650 0.515 7.328
H30 0.849 -0.892 8.242
H31 -1.219 -1.401 6.831